C5H13NO | ωB97M-V/def2-TZVPD

The calculation puts the total energy at -8933.045 eV. The energy relative to the best compared isomer or geometry (same formula, charge and spin) is 0.9657 eV. As for the multiplicity: 1. Its HOMO energy is -9.2 eV. As for the gap between HOMO and LUMO: 10.1036 eV.

Element x y z (Å)
N (-0.35, 0.27, -0.99)
C (0.02, 1.38, -0.10)
C (1.49, 1.24, 0.26)
C (1.88, -0.17, -0.17)
C (0.55, -0.84, -0.60)
C (-0.08, -1.74, 0.48)
H (-0.29, 0.41, -1.99)
H (-0.26, 2.32, -0.55)
H (-0.62, 1.30, 0.79)
H (1.73, 1.46, 1.30)
H (2.07, 1.97, -0.31)
H (2.30, -0.81, 0.62)
H (2.61, -0.20, -0.98)
H (0.79, -1.53, -1.40)
H (-1.15, -1.60, 0.51)
H (0.28, -1.55, 1.49)
H (0.00, -2.78, 0.17)
H (-3.23, 0.69, 0.44)
H (-2.16, -0.34, 0.32)
O (-2.87, -0.07, 0.91)

C7H21BNO5S2 | ωB97M-V/def2-TZVPD

As for the charge: -1. The calculation puts the total energy at -41673.828 eV. As for the multiplicity: 1. Its HOMO energy is -4.4 eV. As for the gap between HOMO and LUMO: 6.9633 eV.

Element x y z (Å)
N (-1.53, -5.69, -2.61)
B (-0.58, -4.64, -3.21)
S (0.26, -5.46, -4.76)
C (0.69, -4.23, -2.22)
S (0.25, -3.55, -0.60)
O (0.39, -2.07, -0.64)
O (-1.07, -3.98, -0.09)
H (-1.08, -6.08, -1.79)
H (-1.73, -6.44, -3.26)
H (-1.17, -3.64, -3.57)
H (1.21, -4.54, -5.12)
H (1.39, -5.08, -2.15)
H (1.22, -3.42, -2.72)
H (1.21, -4.05, 0.27)
C (1.46, 5.32, 1.99)
O (0.50, 4.33, 2.24)
C (-0.77, 4.59, 1.65)
C (-1.39, 3.33, 1.06)
O (-0.77, 2.83, -0.12)
C (0.52, 2.24, -0.01)
C (0.58, 0.90, 0.70)
O (0.35, 1.05, 2.10)
C (-0.48, 0.04, 2.64)
H (1.32, 6.18, 2.67)
H (2.44, 4.89, 2.18)
H (1.43, 5.66, 0.95)
H (-0.68, 5.34, 0.86)
H (-1.43, 4.97, 2.43)
H (-2.40, 3.60, 0.75)
H (-1.50, 2.55, 1.81)
H (1.24, 2.95, 0.41)
H (0.84, 2.06, -1.04)
H (1.57, 0.47, 0.57)
H (-0.16, 0.23, 0.26)
H (-1.36, -0.13, 2.00)
H (-0.83, 0.37, 3.62)
H (0.07, -0.90, 2.75)

Q: Which of these has the highest HOMO?
A: C7H21BNO5S2

Q: Number 1 is which compound?
A: C5H13NO